(1)
A structure of composition C31H45LiN3O2P2. Source: OMol25; level of theory: ωB97M-V/def2-TZVPD.

CARTESIAN COORDINATES (ANGSTROEM)
Li (13.49, 9.93, 10.46)
C (12.36, 7.33, 6.08)
C (11.57, 8.47, 6.72)
C (10.19, 8.72, 6.02)
P (11.47, 8.36, 8.61)
C (10.54, 6.84, 9.13)
C (9.73, 6.00, 8.16)
C (9.79, 7.13, 10.49)
C (10.50, 9.83, 9.02)
C (9.12, 9.83, 8.82)
C (8.32, 10.89, 9.23)
C (6.84, 10.79, 9.04)
C (8.90, 12.02, 9.82)
C (10.26, 12.08, 9.91)
C (11.13, 11.08, 9.36)
N (12.50, 11.11, 9.26)
C (13.13, 12.18, 8.68)
C (12.38, 13.38, 8.33)
C (13.05, 14.56, 8.14)
C (14.46, 14.58, 7.96)
C (15.19, 15.73, 7.33)
C (15.20, 13.44, 8.30)
C (14.58, 12.23, 8.59)
P (15.55, 10.75, 8.99)
C (15.95, 9.87, 7.42)
C (16.98, 8.68, 7.43)
C (16.39, 10.85, 6.33)
C (17.15, 11.32, 9.81)
C (16.89, 12.25, 10.99)
C (18.30, 11.98, 9.04)
H (12.80, 7.67, 5.17)
H (13.17, 6.89, 6.71)
H (11.66, 6.58, 5.79)
H (12.16, 9.40, 6.68)
H (9.46, 7.99, 6.36)
H (9.87, 9.76, 6.20)
H (10.38, 8.57, 4.96)
H (11.39, 6.22, 9.44)
H (8.74, 6.45, 8.09)
H (10.24, 5.92, 7.21)
H (9.62, 5.00, 8.62)
H (8.85, 7.64, 10.28)
H (9.54, 6.22, 11.01)
H (10.34, 7.72, 11.23)
H (8.61, 8.96, 8.33)
H (6.46, 11.49, 8.27)
H (6.47, 9.80, 8.70)
H (6.32, 11.08, 9.98)
H (8.35, 12.90, 10.18)
H (10.75, 12.95, 10.38)
H (11.30, 13.24, 8.25)
H (12.50, 15.49, 8.00)
H (14.68, 16.70, 7.50)
H (16.23, 15.68, 7.74)
H (15.15, 15.53, 6.23)
H (16.30, 13.60, 8.46)
H (14.96, 9.46, 7.22)
H (18.03, 9.01, 7.34)
H (16.85, 7.90, 8.19)
H (16.75, 8.17, 6.48)
H (17.12, 11.59, 6.66)
H (16.91, 10.28, 5.58)
H (15.53, 11.32, 5.84)
H (17.50, 10.32, 10.25)
H (16.95, 13.28, 10.64)
H (15.97, 12.06, 11.58)
H (17.75, 12.13, 11.73)
H (18.20, 13.06, 9.04)
H (19.21, 11.80, 9.56)
H (18.48, 11.63, 8.05)
C (13.50, 8.04, 14.72)
N (13.45, 9.36, 14.13)
C (13.37, 10.41, 15.03)
C (13.06, 11.66, 14.57)
C (13.26, 11.96, 13.13)
O (13.02, 13.01, 12.51)
N (13.78, 10.91, 12.39)
C (13.66, 9.61, 12.79)
O (13.70, 8.63, 11.96)
H (12.55, 7.88, 15.30)
H (14.36, 7.98, 15.43)
H (13.52, 7.33, 13.88)
H (13.25, 10.07, 16.07)
H (12.90, 12.50, 15.27)

Results
- Kohn-Sham gap (eV) = 5.60
- net charge = -1
- lowest unoccupied orbital energy (eV) = 2.56
- multiplicity = 1
- HOMO energy (eV) = -3.04
- energy relative to the best compared isomer or geometry (same formula, charge and spin) (kcal/mol) = 30.7


(2)
A structure of composition C31H46BClN6O7ReS3. Source: OMol25; level of theory: ωB97M-V/def2-TZVPD.

CARTESIAN COORDINATES (ANGSTROEM)
Re (1.74, -2.24, 1.34)
C (-2.82, -2.29, 4.11)
C (-2.45, -1.25, 3.11)
C (-3.09, -0.05, 3.00)
C (-2.67, 0.93, 2.06)
N (-1.69, 0.67, 1.22)
N (-1.08, -0.51, 1.32)
B (-0.01, -0.70, 0.24)
N (-0.58, -1.24, -1.05)
N (-1.56, -0.49, -1.57)
C (-2.04, -0.82, -2.74)
C (-1.53, -1.96, -3.42)
C (-0.54, -2.73, -2.90)
C (0.03, -3.94, -3.56)
C (-0.06, -2.31, -1.63)
S (1.15, -3.19, -0.79)
C (-3.15, 0.02, -3.33)
C (-4.44, -0.81, -3.27)
C (-2.82, 0.37, -4.78)
C (-3.34, 1.31, -2.53)
N (0.92, 0.47, 0.01)
N (0.96, 0.98, -1.22)
C (1.68, 2.07, -1.40)
C (2.36, 2.68, -0.31)
C (2.35, 2.13, 0.94)
C (3.14, 2.66, 2.10)
C (1.61, 0.94, 1.06)
S (1.57, -0.08, 2.45)
C (1.75, 2.65, -2.79)
C (0.99, 1.78, -3.79)
C (1.10, 4.05, -2.75)
C (3.22, 2.77, -3.21)
C (-1.35, -1.44, 2.23)
S (-0.35, -2.85, 2.37)
C (-3.35, 2.28, 1.97)
C (-2.61, 3.21, 1.01)
C (-4.79, 2.05, 1.47)
C (-3.39, 2.91, 3.37)
H (-3.70, -1.99, 4.67)
H (-2.00, -2.46, 4.81)
H (-3.03, -3.25, 3.62)
H (-3.92, 0.17, 3.65)
H (-1.95, -2.22, -4.39)
H (-0.45, -4.12, -4.51)
H (-0.10, -4.82, -2.93)
H (1.10, -3.82, -3.73)
H (-4.35, -1.74, -3.84)
H (-5.26, -0.24, -3.71)
H (-4.71, -1.06, -2.24)
H (-2.77, -0.51, -5.42)
H (-1.88, 0.91, -4.86)
H (-3.61, 1.02, -5.18)
H (-3.60, 1.10, -1.49)
H (-4.15, 1.89, -2.97)
H (-2.43, 1.92, -2.53)
H (2.94, 3.58, -0.49)
H (3.40, 3.70, 1.93)
H (4.06, 2.08, 2.20)
H (2.58, 2.58, 3.03)
H (-0.06, 1.68, -3.52)
H (1.43, 0.78, -3.85)
H (1.05, 2.23, -4.78)
H (0.05, 3.99, -2.45)
H (1.15, 4.50, -3.74)
H (1.62, 4.72, -2.06)
H (3.71, 1.79, -3.20)
H (3.78, 3.44, -2.57)
H (3.27, 3.17, -4.22)
H (-2.56, 2.79, 0.00)
H (-1.59, 3.39, 1.35)
H (-3.13, 4.16, 0.97)
H (-4.80, 1.59, 0.47)
H (-5.31, 3.01, 1.40)
H (-5.36, 1.41, 2.14)
H (-2.39, 3.00, 3.79)
H (-4.01, 2.35, 4.06)
H (-3.81, 3.92, 3.29)
C (5.34, -3.04, 2.47)
C (4.45, -1.84, 2.71)
C (4.90, -0.99, 3.88)
O (3.06, -2.31, 3.00)
C (4.31, -1.02, 1.42)
O (4.99, -0.07, 1.17)
O (3.39, -1.52, 0.57)
H (5.37, -3.67, 3.36)
H (6.35, -2.69, 2.27)
H (5.00, -3.63, 1.61)
H (4.98, -1.60, 4.78)
H (4.20, -0.17, 4.06)
H (5.87, -0.57, 3.65)
H (3.04, -3.22, 3.40)
O (2.17, -4.77, 3.49)
Cl (2.12, -5.35, 2.17)
O (3.12, -6.29, 1.93)
O (0.81, -5.76, 1.83)
O (2.47, -4.16, 1.22)

Results
- Kohn-Sham gap (alpha / beta) (eV) = 7.41 / 5.47
- net charge = +2
- lowest unoccupied orbital energy (alpha / beta) (eV) = -6.83 / -8.99
- multiplicity = 4
- HOMO energy (alpha / beta) (eV) = -14.24 / -14.45
- energy relative to the best compared isomer or geometry (same formula, charge and spin) (kcal/mol) = 0.0


(3)
A structure of composition C31H46BiBrF6N5O4. Source: OMol25; level of theory: ωB97M-V/def2-TZVPD.

CARTESIAN COORDINATES (ANGSTROEM)
Bi (1.42, -1.21, 0.74)
C (1.48, -2.53, 4.14)
C (2.67, -1.59, 3.91)
N (3.22, -1.77, 2.56)
C (3.92, -3.06, 2.38)
C (3.57, -3.78, 1.08)
N (2.11, -3.74, 0.85)
C (1.33, -4.57, 1.81)
C (0.16, -3.85, 2.49)
N (0.53, -2.52, 3.01)
H (0.99, -2.25, 5.07)
H (1.84, -3.55, 4.29)
H (3.41, -1.77, 4.69)
H (2.33, -0.56, 4.01)
H (3.86, -1.01, 2.32)
H (3.67, -3.69, 3.23)
H (5.00, -2.93, 2.41)
H (3.94, -4.80, 1.13)
H (4.05, -3.28, 0.25)
H (1.94, -4.07, -0.10)
H (2.01, -4.96, 2.56)
H (0.91, -5.44, 1.30)
H (-0.21, -4.51, 3.29)
H (-0.65, -3.70, 1.79)
H (-0.31, -2.03, 3.28)
C (-5.31, -1.77, -3.32)
C (-4.71, -0.36, -3.43)
C (-5.69, 0.63, -2.78)
C (-4.55, -0.01, -4.92)
C (-3.35, -0.27, -2.75)
C (-2.67, -1.38, -2.28)
C (-1.44, -1.20, -1.68)
Br (-0.57, -2.81, -1.07)
C (-0.78, 0.02, -1.48)
O (0.36, 0.12, -0.80)
C (-1.44, 1.15, -2.06)
C (-2.70, 0.96, -2.63)
C (-0.80, 2.54, -2.10)
C (0.51, 2.50, -2.91)
C (-1.70, 3.58, -2.78)
C (-0.51, 3.04, -0.68)
H (-6.31, -1.77, -3.76)
H (-5.40, -2.09, -2.28)
H (-4.71, -2.51, -3.86)
H (-6.67, 0.54, -3.25)
H (-5.36, 1.66, -2.89)
H (-5.80, 0.42, -1.71)
H (-5.51, -0.10, -5.44)
H (-3.83, -0.68, -5.40)
H (-4.19, 1.01, -5.05)
H (-3.09, -2.38, -2.36)
H (-3.20, 1.82, -3.04)
H (0.35, 2.06, -3.89)
H (1.27, 1.93, -2.39)
H (0.89, 3.52, -3.06)
H (-1.95, 3.29, -3.80)
H (-1.18, 4.53, -2.81)
H (-2.63, 3.73, -2.22)
H (0.14, 2.35, -0.16)
H (-1.45, 3.17, -0.13)
H (-0.01, 4.02, -0.72)
C (3.20, -0.52, -2.45)
C (3.99, -0.37, -1.16)
O (3.41, -0.95, -0.04)
C (4.21, 1.13, -0.85)
F (3.01, 1.71, -0.64)
F (4.82, 1.79, -1.83)
F (4.92, 1.32, 0.28)
C (5.35, -1.09, -1.33)
F (6.08, -0.58, -2.32)
F (5.12, -2.39, -1.60)
F (6.08, -1.05, -0.21)
H (2.20, -0.11, -2.31)
H (3.12, -1.58, -2.70)
H (3.69, 0.00, -3.27)
O (-4.47, 3.06, 1.66)
C (-4.01, 2.80, 2.98)
N (-2.64, 2.36, 2.81)
C (-1.61, 2.93, 3.49)
O (-1.75, 3.71, 4.41)
C (-0.23, 2.50, 3.08)
C (0.84, 3.33, 3.40)
C (2.12, 2.96, 3.03)
C (2.30, 1.75, 2.38)
N (1.28, 0.95, 2.08)
C (0.04, 1.32, 2.41)
H (-5.35, 3.45, 1.71)
H (-4.60, 2.01, 3.45)
H (-4.00, 3.68, 3.61)
H (-2.45, 1.90, 1.93)
H (0.64, 4.25, 3.94)
H (2.97, 3.59, 3.25)
H (3.29, 1.43, 2.06)
H (-0.76, 0.64, 2.13)

Results
- Kohn-Sham gap (eV) = 7.41
- net charge = +1
- lowest unoccupied orbital energy (eV) = -2.68
- multiplicity = 1
- HOMO energy (eV) = -10.09
- energy relative to the best compared isomer or geometry (same formula, charge and spin) (kcal/mol) = 8.7


(4)
A structure of composition C31H46BiFNO6PSi. Source: OMol25; level of theory: ωB97M-V/def2-TZVPD.

CARTESIAN COORDINATES (ANGSTROEM)
Bi (-1.26, 0.24, 0.71)
O (-0.61, 6.22, 2.91)
C (-0.46, 4.93, 2.55)
O (-0.04, 4.61, 1.47)
C (-0.85, 3.99, 3.65)
C (-1.26, 4.46, 4.88)
C (-1.59, 3.54, 5.86)
C (-1.49, 2.20, 5.57)
C (-1.06, 1.82, 4.30)
N (-0.75, 2.69, 3.35)
C (-0.92, 0.34, 3.96)
O (-1.55, -0.45, 4.69)
O (-0.21, 0.04, 2.97)
H (-0.31, 6.75, 2.16)
H (-1.31, 5.53, 5.07)
H (-1.92, 3.87, 6.84)
H (-1.75, 1.42, 6.28)
H (-1.50, -1.85, 4.06)
C (2.83, -3.17, -2.20)
Si (3.22, -1.83, -0.96)
C (4.27, -2.49, 0.44)
C (4.09, -0.40, -1.79)
C (1.62, -1.20, -0.30)
C (0.58, -0.77, 0.13)
H (3.73, -3.62, -2.61)
H (2.24, -2.77, -3.03)
H (2.24, -3.96, -1.72)
H (5.25, -2.80, 0.07)
H (3.79, -3.35, 0.90)
H (4.41, -1.73, 1.20)
H (5.04, -0.72, -2.23)
H (4.29, 0.40, -1.08)
H (3.47, 0.02, -2.60)
C (1.33, -6.58, -0.90)
C (0.63, -5.55, -0.07)
C (1.24, -4.98, 1.04)
C (0.60, -4.04, 1.84)
C (1.35, -3.43, 2.99)
C (-0.71, -3.66, 1.49)
C (-1.35, -4.20, 0.37)
C (-2.75, -3.82, -0.04)
C (-0.66, -5.15, -0.39)
C (-1.41, -2.64, 2.30)
O (-1.30, -2.75, 3.59)
O (-2.07, -1.72, 1.78)
H (2.40, -6.61, -0.68)
H (1.20, -6.39, -1.97)
H (0.92, -7.58, -0.70)
H (2.26, -5.27, 1.29)
H (2.40, -3.71, 2.95)
H (0.94, -3.77, 3.95)
H (1.28, -2.34, 2.97)
H (-2.75, -2.85, -0.53)
H (-3.42, -3.75, 0.82)
H (-3.14, -4.57, -0.73)
H (-1.16, -5.58, -1.25)
C (-0.09, -0.23, -3.18)
C (-0.95, 1.04, -3.23)
C (-0.59, 1.87, -4.46)
P (-0.94, 1.95, -1.62)
C (0.37, 3.24, -1.56)
C (0.27, 4.45, -2.49)
C (1.74, 2.56, -1.67)
C (-2.61, 2.75, -1.54)
C (-3.17, 3.39, -2.81)
C (-2.67, 3.71, -0.35)
H (-0.16, -0.75, -4.15)
H (-0.43, -0.91, -2.40)
H (0.96, 0.00, -3.00)
H (-1.99, 0.72, -3.30)
H (0.48, 2.11, -4.47)
H (-1.15, 2.80, -4.53)
H (-0.79, 1.29, -5.36)
H (0.27, 3.61, -0.53)
H (0.40, 4.18, -3.54)
H (1.06, 5.16, -2.23)
H (-0.68, 4.97, -2.39)
H (1.93, 2.21, -2.69)
H (1.82, 1.70, -1.00)
H (2.53, 3.27, -1.41)
H (-3.24, 1.88, -1.31)
H (-2.57, 4.24, -3.14)
H (-4.18, 3.75, -2.61)
H (-3.24, 2.68, -3.63)
H (-2.07, 4.60, -0.53)
H (-2.30, 3.26, 0.57)
H (-3.70, 4.03, -0.19)
F (-2.35, -0.60, -0.87)

Results
- Kohn-Sham gap (eV) = 8.49
- net charge = 0
- lowest unoccupied orbital energy (eV) = 0.05
- multiplicity = 1
- HOMO energy (eV) = -8.44
- energy relative to the best compared isomer or geometry (same formula, charge and spin) (kcal/mol) = 0.0


(5)
A structure of composition C31H46N4OPtSi2. Source: OMol25; level of theory: ωB97M-V/def2-TZVPD.

CARTESIAN COORDINATES (ANGSTROEM)
Pt (-0.02, 0.11, -0.17)
C (1.49, 1.85, 3.77)
Si (0.86, 2.45, 2.12)
C (0.13, 4.16, 2.24)
C (2.38, 2.61, 1.06)
N (-0.32, 1.32, 1.44)
C (-1.41, 0.96, 2.15)
C (-1.80, 1.58, 3.37)
C (-2.89, 1.16, 4.07)
C (-3.67, 0.08, 3.59)
C (-3.35, -0.53, 2.42)
C (-2.23, -0.12, 1.63)
N (-1.89, -0.65, 0.44)
Si (-3.01, -1.88, -0.23)
C (-2.94, -3.40, 0.86)
C (-4.70, -1.09, -0.36)
C (-2.71, -2.51, -1.94)
H (2.22, 2.57, 4.15)
H (2.00, 0.89, 3.64)
H (0.72, 1.72, 4.53)
H (0.93, 4.88, 2.47)
H (-0.64, 4.27, 3.01)
H (-0.31, 4.45, 1.29)
H (3.09, 3.23, 1.61)
H (2.19, 3.11, 0.11)
H (2.87, 1.65, 0.87)
H (-1.23, 2.41, 3.75)
H (-3.16, 1.65, 5.00)
H (-4.53, -0.26, 4.15)
H (-3.97, -1.34, 2.08)
H (-3.39, -3.29, 1.84)
H (-1.90, -3.68, 0.99)
H (-3.45, -4.22, 0.35)
H (-5.20, -0.88, 0.58)
H (-5.35, -1.75, -0.95)
H (-4.61, -0.15, -0.90)
H (-1.80, -3.09, -2.05)
H (-2.72, -1.74, -2.70)
H (-3.56, -3.18, -2.14)
C (2.07, -5.28, -4.39)
C (1.40, -3.99, -4.87)
C (2.33, -3.31, -5.88)
C (0.08, -4.35, -5.56)
C (1.10, -3.04, -3.72)
C (0.55, -1.74, -4.01)
C (0.21, -0.93, -2.98)
N (0.36, -1.25, -1.67)
C (0.96, -2.47, -1.35)
C (1.29, -3.35, -2.41)
C (1.21, -2.79, 0.02)
C (1.83, -3.99, 0.45)
C (2.07, -4.24, 1.78)
C (1.67, -3.27, 2.71)
C (1.07, -2.12, 2.24)
N (0.83, -1.88, 0.96)
C (2.72, -5.56, 2.19)
C (2.97, -5.63, 3.70)
C (4.07, -5.72, 1.47)
C (1.80, -6.72, 1.80)
H (2.27, -5.92, -5.25)
H (1.42, -5.84, -3.71)
H (3.01, -5.08, -3.89)
H (2.58, -4.00, -6.68)
H (3.26, -2.99, -5.40)
H (1.87, -2.43, -6.33)
H (0.26, -5.03, -6.40)
H (-0.43, -3.47, -5.95)
H (-0.60, -4.85, -4.86)
H (0.39, -1.40, -5.02)
H (-0.23, 0.04, -3.17)
H (1.71, -4.31, -2.15)
H (2.13, -4.72, -0.29)
H (1.82, -3.39, 3.77)
H (0.73, -1.35, 2.93)
H (3.62, -4.82, 4.04)
H (3.46, -6.57, 3.95)
H (2.04, -5.57, 4.27)
H (4.74, -4.88, 1.71)
H (3.95, -5.75, 0.39)
H (4.56, -6.64, 1.79)
H (0.83, -6.63, 2.28)
H (2.24, -7.68, 2.11)
H (1.64, -6.76, 0.72)
O (2.10, 1.46, -1.81)
C (1.34, 1.01, -1.08)

Results
- Kohn-Sham gap (alpha / beta) (eV) = 5.53 / 6.69
- net charge = 0
- lowest unoccupied orbital energy (alpha / beta) (eV) = 0.57 / -1.26
- multiplicity = 3
- HOMO energy (alpha / beta) (eV) = -4.95 / -7.95
- energy relative to the best compared isomer or geometry (same formula, charge and spin) (kcal/mol) = 5.0